#a
The following is a DFT calculation (the ωB97M-V functional and the def2-TZVPD basis) of a gas-phase ion, C4H12N2 (charge +2).

Structure (XYZ):
```
18
C4H12N2, DFT the ωB97M-V functional and the def2-TZVPD basis
C -0.3994 1.0841 1.7681
C -0.4034 -0.1032 1.1487
N -0.8156 -1.3373 1.8976
C 0.0038 -0.5607 -0.2487
C 0.0957 0.7467 -1.1612
N 0.9465 0.4611 -2.4193
H -0.6174 1.2271 2.8809
H 0.1548 1.8279 1.2817
H 0.0370 -1.9508 2.1425
H -1.3853 -1.9832 1.2836
H -1.3664 -1.0292 2.7265
H -0.6586 -1.4493 -0.6195
H 1.1129 -0.8845 -0.1731
H -0.8390 1.1250 -1.5643
H 0.6244 1.5345 -0.6159
H 1.0720 1.3423 -2.9019
H 1.9087 0.1475 -2.3447
H 0.5294 -0.1979 -3.0811
```

Summary:
Net charge ... +2
Spin multiplicity ... 1
SMILES string ... C=C([NH3+])CC[NH3+]
Kohn-Sham gap ... 11.8 eV
E_HOMO ... -0.6927 Eh


#b
The following is a DFT calculation (the ωB97M-V functional and the def2-TZVPD basis) of a gas-phase ion, C4H12N2 (charge +2).

Structure (XYZ):
```
18
C4H12N2, DFT the ωB97M-V functional and the def2-TZVPD basis
N -2.4476 0.2797 -2.1292
C -1.6063 -0.2587 -1.0489
C -0.3325 0.0443 -0.8680
C 0.3696 -0.5296 0.3614
C 1.5006 0.3590 0.8475
N 1.9659 0.0112 2.2269
H -1.9171 0.8664 -2.7819
H -2.7993 -0.4959 -2.7086
H -3.2784 0.7987 -1.8264
H -2.2023 -0.6830 -0.2493
H 0.3098 0.2785 -1.7174
H 0.6876 -1.5133 -0.0056
H -0.3547 -0.7694 1.1459
H 2.3894 0.2202 0.2266
H 1.2856 1.4206 0.7755
H 2.7739 0.6214 2.4204
H 1.3139 0.2810 2.9716
H 2.3417 -0.9311 2.3597
```

Summary:
Net charge ... +2
Spin multiplicity ... 1
SMILES string ... [NH3+]/C=C/CC[NH3+]
Kohn-Sham gap ... 11.8 eV
E_HOMO ... -0.6855 Eh


Need the numbers? Relative energies in hartree: #a 0.0292; #b 0.0000.


#a
The following is a DFT calculation (the ωB97M-V functional and the def2-TZVPD basis) of 2 unconnected molecules or ions with the total composition C5H12N2O.

Structure (XYZ):
```
20
C5H12N2O, DFT the ωB97M-V functional and the def2-TZVPD basis
C -0.7606 3.2020 0.2125
N -0.8151 2.5730 -0.9983
C -1.7863 1.5228 -1.2396
O -1.3244 2.7959 1.1975
H -0.1102 4.0926 0.2154
H -0.4541 3.0747 -1.7932
H -1.8200 0.8630 -0.3762
H -1.4778 0.9466 -2.1076
H -2.7912 1.9146 -1.4032
C 1.1187 -3.5381 1.0302
C 1.3937 -2.1023 0.9249
C 0.6195 -1.2430 0.1469
N 0.7926 0.0600 0.1066
H 0.2681 -3.8435 0.4327
H 1.9891 -4.1207 0.7258
H 0.9355 -3.7933 2.0778
H 2.2333 -1.7029 1.4812
H -0.2182 -1.6296 -0.4209
H 0.5780 0.5199 -0.7760
H 1.6295 0.4084 0.5637
```

Summary:
Net charge ... +1
Spin multiplicity ... 2
Kohn-Sham gap (spin up / spin down) ... 9.5 / 5.9 eV
E_HOMO (spin up / spin down) ... -0.4809 / -0.4808 Eh


#b
The following is a DFT calculation (the ωB97M-V functional and the def2-TZVPD basis) of a gas-phase ion, C5H12N2O (charge +1).

Structure (XYZ):
```
20
C5H12N2O, DFT the ωB97M-V functional and the def2-TZVPD basis
O 0.2361 0.2297 -1.9121
C 0.2685 -0.1088 -0.7659
N 0.5041 0.7601 0.2827
C 0.6293 2.1742 -0.0564
N 0.5444 3.0503 1.1008
C 0.4336 -1.5791 -0.3078
C -0.5287 -1.9415 0.8271
C -1.8455 -2.6454 0.3513
H 0.4838 0.4813 1.2550
H 1.5662 2.4053 -0.5790
H -0.2331 2.5231 -0.6648
H -0.2323 3.6850 1.1478
H 1.4927 3.3241 1.2900
H 0.1215 -2.1656 -1.1770
H 1.4820 -1.8078 0.0049
H 0.0220 -2.5238 1.5640
H -0.8962 -1.0508 1.3485
H -1.5087 -3.6531 0.0793
H -2.3390 -2.7850 1.3272
H -2.4940 -2.1318 -0.3702
```

Summary:
Net charge ... +1
Spin multiplicity ... 2
Kohn-Sham gap (spin up / spin down) ... 11.7 / 5.2 eV
E_HOMO (spin up / spin down) ... -0.5548 / -0.5232 Eh


Need the numbers? Relative energies in hartree: #a 0.0000; #b 0.0532.


#a
The following is a DFT calculation (the ωB97M-V functional and the def2-TZVPD basis) of a molecular structure, C2H2INO3.

Structure (XYZ):
```
9
C2H2INO3, DFT the ωB97M-V functional and the def2-TZVPD basis
C 0.9877 -0.8586 1.3572
C 0.1034 -0.4355 0.2489
N -0.3695 1.1691 -1.6993
O 0.2976 -0.4515 -0.9443
O 0.7141 -0.7202 2.5157
O -0.9061 1.7832 -0.8206
I -1.8250 0.0271 0.9602
H 1.8843 -1.2922 0.8141
H -0.8864 0.7786 -2.4320
```

Summary:
Net charge ... 0
Spin multiplicity ... 1
Kohn-Sham gap (spin up / spin down) ... 7.3 / 7.3 eV
E_HOMO (spin up / spin down) ... -0.3247 / -0.3245 Eh


#b
The following is a DFT calculation (the ωB97M-V functional and the def2-TZVPD basis) of a molecular structure, C2H2INO3.

Structure (XYZ):
```
9
C2H2INO3, DFT the ωB97M-V functional and the def2-TZVPD basis
C 1.3213 0.2564 -0.3991
C -0.3392 -0.6572 -0.0958
N -1.2119 0.4323 0.4662
O -1.6860 1.1236 -0.4061
O 1.3281 1.3420 -0.8211
O -1.2479 0.6405 1.6727
I 2.9357 -1.0039 0.0864
H -0.3571 -1.4378 0.6336
H -0.7430 -0.6960 -1.1368
```

Summary:
Net charge ... 0
Spin multiplicity ... 1
Kohn-Sham gap ... 9.5 eV
E_HOMO ... -0.3815 Eh


Need the numbers? Relative energies in hartree: #a 0.0324; #b 0.0000.


#a
The following is a DFT calculation (the ωB97M-V functional and the def2-TZVPD basis) of 2 unconnected molecules or ions with the total composition C5H13N3.

Structure (XYZ):
```
21
C5H13N3, DFT the ωB97M-V functional and the def2-TZVPD basis
C -1.4406 -0.7373 0.1555
C 1.8072 0.3661 -1.4014
C 2.5343 0.1897 -0.0744
C 2.9661 0.5868 1.1638
C -3.2136 0.1872 -1.1068
N -0.4913 -0.7613 1.1168
N -2.2855 0.2665 -0.0438
N 2.6139 -0.8010 -0.8749
H -1.5147 -1.5103 -0.5512
H 0.6779 0.2239 -1.2406
H 2.0176 1.0880 -2.0909
H 3.8958 0.0552 1.3504
H 2.1831 0.2153 1.9580
H 3.0874 1.6489 1.3185
H -3.2123 -0.6826 -1.7302
H -3.1961 1.0382 -1.8806
H -4.2517 0.1347 -0.6120
H -0.1460 -1.6739 1.3309
H -2.4568 1.0231 0.6041
H 3.0542 -1.6744 -1.1422
H -0.6445 -0.0858 1.8763
```

Summary:
Net charge ... +2
Spin multiplicity ... 1
Kohn-Sham gap ... 10.7 eV
E_HOMO ... -0.6824 Eh


#b
The following is a DFT calculation (the ωB97M-V functional and the def2-TZVPD basis) of a gas-phase ion, C5H13N3 (charge +2).

Structure (XYZ):
```
21
C5H13N3, DFT the ωB97M-V functional and the def2-TZVPD basis
C -1.8319 -2.8206 0.9355
C -0.5940 -2.1411 0.8937
N -0.2782 -1.1979 0.0592
C 0.3824 -0.5637 -0.7561
N 0.6952 1.1371 -0.5076
C 0.2425 1.3405 0.9996
C -0.1277 1.8419 -1.4505
N 2.0896 1.2778 -0.5325
H -1.7506 -3.5522 1.6567
H -2.1312 -3.1145 -0.0871
H -2.4865 -2.0439 1.3391
H 0.2726 -2.4628 1.5128
H 1.0552 -0.9858 -1.3854
H 0.4733 2.3527 1.3240
H -0.8938 1.1838 1.1260
H 0.8958 0.6434 1.5472
H 0.2113 2.8527 -1.4803
H 0.0477 1.4615 -2.4400
H -1.1577 1.4780 -1.2678
H 2.3651 1.9545 0.0448
H 2.5208 1.3586 -1.5313
```

Summary:
Net charge ... +2
Spin multiplicity ... 1
SMILES string ... CC=[N+]=C[N+](C)(C)N
Kohn-Sham gap ... 9.6 eV
E_HOMO ... -0.7066 Eh


Need the numbers? Relative energies in hartree: #a 0.0000; #b 0.0977.